C43H44ClMoN4O5Si as an isolated structure at a distorted geometry, computed with ωB97M-V/def2-TZVPD.

```
! wB97M-V def2-TZVPD RIJCOSX def2/J DEFGRID3
* xyz 1 3
Mo 0.3721 0.9159 -1.0053
C 1.6311 -1.8401 1.1738
C 0.6639 -0.7965 1.6132
C 0.5770 -0.5113 2.9830
C -0.4432 0.2804 3.4390
C -1.5149 0.6089 2.6086
C -1.3432 0.3756 1.2506
N -0.1797 -0.1546 0.7542
C -2.3774 0.5786 0.3114
C -3.7736 0.4579 0.4679
C -4.4561 0.1278 -0.7065
C -3.8151 -0.0557 -1.9304
C -2.4807 0.2906 -1.9693
N -1.8423 0.7377 -0.8885
C -1.5934 0.1154 -3.0930
C -1.8757 -0.6778 -4.2284
C -1.0592 -0.6531 -5.3457
C -0.0626 0.2932 -5.3541
C 0.1425 1.1652 -4.2806
C 1.0990 2.2843 -4.4132
N -0.4938 0.8728 -3.0653
H 1.1213 -2.6573 0.6332
H 2.0100 -2.3144 2.1208
H 2.4628 -1.4407 0.5957
H 1.2083 -1.1201 3.6649
H -0.4252 0.7256 4.4204
H -2.4455 1.1383 2.9698
H -4.2181 0.7407 1.3983
H -5.5072 0.0031 -0.6435
H -4.2761 -0.4096 -2.7944
H -2.7038 -1.3560 -4.1219
H -1.2398 -1.3371 -6.2036
H 0.5570 0.4458 -6.2645
H 1.6155 2.1972 -5.4089
H 1.9608 2.2967 -3.6700
H 0.6073 3.2811 -4.2827
C 4.6959 0.1174 -0.3133
Si 3.1958 0.4217 -1.4492
C 2.4075 -1.3011 -1.9942
C 3.9679 1.2447 -3.0181
N 2.0969 1.4679 -0.5497
C 2.7738 2.3137 0.3642
C 3.9468 3.0065 -0.0824
C 4.9153 3.4012 0.7876
C 4.6432 3.4664 2.1746
C 3.4017 3.0086 2.6046
C 2.4020 2.6083 1.7011
O 1.1176 2.6024 2.1679
C 0.6549 3.8630 2.5736
C -0.2112 3.8960 3.7100
C -0.4442 5.1109 4.3705
C 0.1043 6.3028 3.9092
C 0.8179 6.2500 2.7176
C 1.0861 5.0321 2.0171
H 4.4273 0.3822 0.7288
H 5.5270 0.7452 -0.6993
H 5.1060 -0.9116 -0.1390
H 2.0939 -1.1790 -3.0814
H 1.5774 -1.7474 -1.4181
H 3.2544 -2.0240 -1.9691
H 3.4789 0.8649 -3.9136
H 5.0692 0.9834 -3.0623
H 3.9806 2.3724 -3.0659
H 4.1267 3.0071 -1.1547
H 5.8607 3.6878 0.3292
H 5.3793 3.9002 2.8935
H 3.1916 2.8963 3.6535
H -0.5948 2.9352 4.1140
H -1.0826 5.0831 5.2500
H -0.0052 7.2501 4.4311
H 1.1654 7.1873 2.3064
H 1.7399 4.9992 1.1354
C 0.6462 4.0590 -1.4572
C -0.3128 3.0020 -0.7189
O -1.2019 3.4728 -0.0376
H 0.8327 4.9454 -0.8483
H 0.1307 4.4927 -2.3438
H 1.6092 3.5989 -1.7835
C -3.5298 -5.4430 3.3074
C -4.0046 -5.6202 1.8670
C -5.2169 -5.1364 1.4767
C -5.6358 -5.2805 0.1376
Cl -7.1011 -4.6219 -0.4412
C -4.7983 -5.9177 -0.7718
C -3.5202 -6.3437 -0.3863
C -3.0603 -6.1981 0.8966
O -1.9248 -6.7418 1.4089
C -0.7283 -6.8344 0.5685
C -0.3972 -5.4097 -0.0026
O 0.3674 -4.6646 0.6558
O -1.0135 -5.1651 -1.0733
H -4.2895 -4.8071 3.7972
H -2.5425 -4.9024 3.2442
H -3.3360 -6.4005 3.7861
H -5.9428 -4.5505 2.0335
H -5.0853 -6.0187 -1.8114
H -2.8901 -6.7070 -1.2257
H -0.9106 -7.5399 -0.2556
H 0.0865 -7.1214 1.2129
*
```

<S²> ... 2.024
Maximum force ... 3.9 eV/Å
Frontier orbital gap (spin up / spin down) ... 6.0176 / 3.2578 eV
Relative energy (zero: lowest compared OMol25 entry of this formula, charge and spin) ... 397.7 kJ/mol
E_tot ... -83748.417 eV

C43H44CoF3N5OP as an isolated structure, computed with ωB97M-V/def2-TZVPD.

```
! wB97M-V def2-TZVPD RIJCOSX def2/J DEFGRID3
* xyz -1 2
Co 0.2430 0.1599 0.0703
C -0.7927 -6.8822 -1.0118
C 0.1760 -6.6617 0.1100
C 0.7379 -7.7253 0.7967
C 1.6380 -7.5278 1.8352
C 1.9635 -6.2344 2.2105
C 1.4023 -5.1539 1.5542
C 0.5251 -5.3593 0.4892
N -0.0611 -4.3013 -0.2080
C 0.3520 -2.9680 -0.1517
N 1.6897 -2.8468 -0.2901
C 2.5694 -1.7297 -0.2129
C 2.1027 -0.4190 -0.0777
C 3.1094 0.5479 0.0180
C 4.4594 0.2602 -0.0539
C 4.8701 -1.0516 -0.2222
C 3.9342 -2.0685 -0.2992
C 4.4045 -3.4889 -0.4649
N -0.4788 -1.9926 -0.0629
C -1.8539 -2.2888 0.0021
C -2.6424 -1.9508 -1.0955
C -3.9964 -2.2290 -1.1096
C -4.5784 -2.8543 -0.0171
C -3.7977 -3.1679 1.0827
C -2.4392 -2.8871 1.1240
C -1.6323 -3.2392 2.3372
H -0.8613 -7.9396 -1.2574
H -0.4888 -6.3343 -1.9041
H -1.7964 -6.5381 -0.7538
H 0.4693 -8.7308 0.5011
H 2.0703 -8.3733 2.3483
H 2.6446 -6.0571 3.0291
H 1.6275 -4.1491 1.8743
H -1.0461 -4.4061 -0.4202
H 2.1514 -3.7337 -0.4267
H 2.8023 1.5676 0.1726
H 5.1917 1.0501 0.0280
H 5.9237 -1.2983 -0.2858
H 5.4886 -3.5142 -0.5667
H 3.9884 -3.9637 -1.3560
H 4.1434 -4.1162 0.3880
H -2.1661 -1.4559 -1.9314
H -4.5943 -1.9442 -1.9638
H -5.6360 -3.0678 -0.0088
H -4.2535 -3.6290 1.9500
H -2.2015 -3.0229 3.2410
H -0.7099 -2.6698 2.3809
H -1.3838 -4.3039 2.3481
N -1.9790 1.6499 -1.6258
P -1.8689 1.3896 0.0748
C -3.6152 0.8217 0.3486
C -3.8129 0.0413 1.4811
C -5.0855 -0.3631 1.8555
C -6.1813 -0.0013 1.0913
C -5.9971 0.7748 -0.0433
C -4.7271 1.1879 -0.4016
C -2.1434 3.0219 0.8304
C -2.6196 4.1238 0.1352
C -2.8239 5.3361 0.7841
C -2.5588 5.4515 2.1362
C -2.0823 4.3496 2.8356
C -1.8756 3.1463 2.1923
C -1.0522 1.1502 -2.4887
C -1.1263 1.4659 -3.8559
C -0.2068 0.9117 -4.7225
C 0.7637 0.0381 -4.2347
C 0.7651 -0.2224 -2.8811
N -0.1123 0.3193 -2.0132
H -2.6647 2.2674 -2.0344
H -2.9573 -0.2516 2.0708
H -5.2150 -0.9746 2.7373
H -7.1746 -0.3212 1.3747
H -6.8489 1.0647 -0.6459
H -4.6172 1.8044 -1.2848
H -2.8224 4.0605 -0.9255
H -3.1850 6.1893 0.2251
H -2.7128 6.3962 2.6433
H -1.8574 4.4341 3.8904
H -1.4741 2.3049 2.7324
H -1.8950 2.1439 -4.2029
H -0.2445 1.1560 -5.7757
H 1.5008 -0.4161 -4.8776
H 1.4950 -0.8816 -2.4433
C 1.5893 4.1450 0.6868
C 0.7524 3.5018 -0.4344
C 1.5856 3.3155 -1.7100
O 0.1649 2.3310 -0.0288
H 1.6935 5.2209 0.5377
H 2.5910 3.7220 0.7412
H 1.0969 3.9659 1.6379
H -0.0405 4.2456 -0.6853
H 2.2899 2.4988 -1.5812
H 2.1464 4.2201 -1.9451
H 0.9529 3.0805 -2.5673
F 1.0817 1.0360 2.6377
C 0.4621 0.0286 1.9841
F 1.0976 -1.0960 2.4882
F -0.7518 -0.0441 2.6843
*
```

<S²> ... 0.764
Maximum force ... 0.8 eV/Å
Frontier orbital gap (spin up / spin down) ... 6.0797 / 6.7637 eV
Relative energy (zero: lowest compared OMol25 entry of this formula, charge and spin) ... 11.7 kJ/mol
E_tot ... -109874.768 eV

A 6-piece molecular cluster, C43H44F5N2O20 overall at a distorted geometry, computed with ωB97M-V/def2-TZVPD.

```
! wB97M-V def2-TZVPD RIJCOSX def2/J DEFGRID3
* xyz 1 1
C 3.1134 -1.9119 5.7804
N 2.5352 -1.4668 4.4463
C 3.5149 -1.5360 3.3304
C 2.9156 -1.4992 1.9213
C 1.4111 -1.1419 1.7851
C 1.2093 0.1610 1.0396
F 1.6507 -0.0168 -0.2156
F -0.0845 0.4263 0.9557
C 1.9349 1.3792 1.6520
F 1.1690 2.4430 1.5440
F 2.2161 1.2108 2.9505
F 3.0659 1.6231 1.0387
C 0.5639 -1.1733 3.0751
C 1.1863 -2.0356 4.1802
C 1.0503 -3.5459 3.8835
C 2.2827 -4.4783 3.8655
C 2.6971 -4.9319 2.4302
C 4.2283 -4.8790 2.2218
C 4.9555 -6.2678 2.1036
N 6.3788 -6.0497 2.4290
H 2.5616 -2.7835 6.0994
H 4.1345 -2.2158 5.6104
H 3.0586 -1.1085 6.4951
H 2.3737 -0.4710 4.5866
H 4.1445 -2.4075 3.4151
H 4.1847 -0.6941 3.4543
H 3.0930 -2.4204 1.3938
H 3.4786 -0.7551 1.3703
H 0.9763 -1.8870 1.1301
H -0.4113 -1.5809 2.8516
H 0.4120 -0.1797 3.4912
H 0.5891 -1.8068 5.0546
H 0.5475 -3.6537 2.9305
H 0.3474 -3.9481 4.6023
H 3.1810 -4.0958 4.3343
H 2.0077 -5.3890 4.3812
H 2.1507 -4.3575 1.6897
H 2.3939 -5.9588 2.2665
H 4.7421 -4.3766 3.0411
H 4.4354 -4.2880 1.3311
H 4.5296 -6.9651 2.8140
H 4.8382 -6.5843 1.0772
H 6.4386 -5.8460 3.4181
H 6.6597 -5.2086 1.9401
C 2.0424 -8.8735 -3.2337
C 1.9270 -8.3689 -2.0001
C 2.8933 -7.3514 -1.4682
O 2.7161 -6.9199 -0.3389
C 3.9921 -6.9330 -2.3180
C 4.1137 -7.4390 -3.5539
C 3.1317 -8.4390 -4.0983
O 3.2924 -8.8411 -5.2317
O 5.0945 -7.0963 -4.3712
O 0.9552 -8.7297 -1.1665
H 1.3511 -9.6049 -3.6275
H 4.6913 -6.2123 -1.9177
H 4.9511 -7.6010 -5.1969
H 1.0988 -8.2207 -0.3472
C -2.2582 5.4885 4.2210
C -3.5046 5.2421 4.6537
C -4.1679 3.9126 4.4361
O -5.2849 3.7409 4.8760
C -3.4280 2.8898 3.7038
C -2.1881 3.1402 3.2707
C -1.5144 4.4581 3.5161
O -0.3748 4.6044 3.1098
O -1.4750 2.2331 2.5997
O -4.2270 6.1426 5.2990
H -1.7706 6.4402 4.3756
H -3.9196 1.9413 3.5363
H -0.6014 2.6244 2.3932
H -5.0835 5.7148 5.4959
C -1.5823 3.1727 -2.9814
C -1.0571 2.0850 -2.4070
C -1.9113 0.9804 -1.8568
O -1.3383 0.0219 -1.3698
C -3.3552 1.1238 -1.9292
C -3.8863 2.2193 -2.4904
C -3.0238 3.3082 -3.0692
O -3.5844 4.2613 -3.5853
O -5.1945 2.4132 -2.5772
O 0.2550 1.9002 -2.2882
H -0.9729 3.9663 -3.3826
H -3.9625 0.3320 -1.5141
H -5.3219 3.2745 -3.0231
H 0.3630 1.0342 -1.8498
C -4.0823 6.2218 -1.1794
C -3.1620 6.6929 -0.3302
C -3.5378 7.4446 0.9113
O -2.6420 7.8303 1.6421
C -4.9483 7.6767 1.1744
C -5.8735 7.2062 0.3255
C -5.4958 6.4333 -0.9075
O -6.3858 6.0179 -1.6249
O -7.1729 7.3878 0.5130
O -1.8551 6.5319 -0.5282
H -3.8103 5.6849 -2.0784
H -5.2077 8.2327 2.0643
H -7.6202 6.9512 -0.2381
H -1.4137 6.9685 0.2262
C -0.3168 2.9192 -7.5343
C -0.5249 2.2658 -8.6849
C -1.9095 1.9801 -9.1929
O -2.0225 1.3975 -10.2535
C -3.0414 2.4130 -8.3865
C -2.8337 3.0649 -7.2351
C -1.4485 3.3691 -6.7403
O -1.3341 3.9752 -5.6903
O -3.8302 3.4845 -6.4622
O 0.4661 1.8292 -9.4501
H 0.6747 3.1310 -7.1596
H -4.0328 2.1900 -8.7545
H -3.4244 3.9397 -5.6958
H 0.0437 1.3974 -10.2187
*
```

Maximum force ... 2.1 eV/Å
Frontier orbital gap ... 7.5790 eV
E_tot ... -102813.644 eV

A 7-piece molecular cluster, C43H44F6N3 overall at a distorted geometry, computed with ωB97M-V/def2-TZVPD.

```
! wB97M-V def2-TZVPD RIJCOSX def2/J DEFGRID3
* xyz 1 1
C -0.5871 -2.3456 -0.5256
C 0.6856 -2.9712 0.3611
C 1.5823 -1.6858 0.8416
C 2.3973 -1.8901 2.2487
N 1.5790 -2.4418 3.3942
C 0.2174 -1.7953 3.5158
N -0.9961 -2.6871 3.6768
C -2.1296 -1.6849 3.7135
C -1.5201 -0.1534 3.5770
N -0.0093 -0.3007 3.4579
H -1.1360 -1.5438 0.1664
H -0.1496 -1.7347 -1.4525
H -1.3652 -3.1603 -0.8451
H 0.1991 -3.5592 1.2705
H 1.2472 -3.6999 -0.3855
H 2.3248 -1.4392 -0.0435
H 0.8420 -0.7738 0.9480
H 3.4026 -2.5197 2.1218
H 2.7539 -0.8033 2.5896
H 1.5426 -3.4843 3.4095
H -0.9703 -3.7306 3.7134
H -3.2470 -2.0211 3.8052
H -2.1113 0.8776 3.5437
H 0.7454 0.4097 3.3366
F 4.9345 -3.8389 8.9328
C 4.6370 -4.0945 7.6519
C 3.6620 -3.3374 7.0117
C 3.3554 -3.5998 5.6765
C 4.0204 -4.6248 4.9990
C 4.9940 -5.3824 5.6517
C 5.3081 -5.1124 6.9834
H 3.1500 -2.5509 7.5565
H 2.6003 -3.0085 5.1647
H 3.7779 -4.8320 3.9589
H 5.5073 -6.1823 5.1235
H 6.0684 -5.6856 7.5035
F 8.1283 -7.1520 7.1017
C 8.9427 -6.1685 6.6965
C 9.6556 -6.3150 5.5117
C 10.4998 -5.2891 5.0868
C 10.6300 -4.1315 5.8580
C 9.9140 -3.9960 7.0484
C 9.0615 -5.0173 7.4672
H 9.5482 -7.2248 4.9301
H 11.0556 -5.3906 4.1580
H 11.2919 -3.3335 5.5285
H 10.0201 -3.0959 7.6490
H 8.4907 -4.9248 8.3852
F -1.0747 -0.3563 -3.0763
C -1.7785 -1.1989 -3.8439
C -1.1461 -1.8623 -4.8897
C -1.8774 -2.7436 -5.6860
C -3.2369 -2.9436 -5.4341
C -3.8638 -2.2692 -4.3853
C -3.1298 -1.3966 -3.5823
H -0.0913 -1.6882 -5.0755
H -1.3904 -3.2731 -6.5012
H -3.8079 -3.6276 -6.0583
H -4.9230 -2.4232 -4.1937
H -3.5991 -0.8710 -2.7573
F -2.2776 3.6732 1.6838
C -2.5752 3.4176 0.4029
C -3.5502 4.1747 -0.2373
C -3.8567 3.9123 -1.5725
C -3.1917 2.8873 -2.2501
C -2.2182 2.1297 -1.5973
C -1.9041 2.3997 -0.2656
H -4.0621 4.9612 0.3075
H -4.6119 4.5036 -2.0843
H -3.4343 2.6801 -3.2902
H -1.7049 1.3298 -2.1255
H -1.1437 1.8265 0.2544
F -4.7092 1.7445 -5.1717
C -4.6248 2.8025 -5.9891
C -5.7837 3.4773 -6.3567
C -5.6957 4.5821 -7.2036
C -4.4495 4.9935 -7.6826
C -3.2925 4.3066 -7.3118
C -3.3797 3.2088 -6.4561
H -6.7437 3.1382 -5.9815
H -6.5951 5.1212 -7.4907
H -4.3818 5.8526 -8.3467
H -2.3241 4.6261 -7.6892
H -2.4897 2.6687 -6.1507
F -3.0831 6.9008 -5.8703
C -3.8537 7.5976 -5.0245
C -3.6706 8.9709 -4.9054
C -4.4762 9.6976 -4.0287
C -5.4495 9.0404 -3.2721
C -5.6221 7.6609 -3.3950
C -4.8240 6.9363 -4.2799
H -2.9040 9.4629 -5.4950
H -4.3463 10.7728 -3.9341
H -6.0746 9.6069 -2.5851
H -6.3775 7.1509 -2.8020
H -4.9507 5.8649 -4.3945
*
```

Maximum force ... 8.0 eV/Å
Frontier orbital gap ... 6.8792 eV
Relative energy (zero: lowest compared OMol25 entry of this formula, charge and spin) ... 680.4 kJ/mol
E_tot ... -66067.113 eV